# 1
Density functional theory data (ωB97M-V with the def2-TZVPD basis set) for an isolated molecule of C4H10N2O in a non-equilibrium geometry.

```
! wB97M-V def2-TZVPD RIJCOSX def2/J DEFGRID3
* xyz 0 1
C 1.5931 -1.3737 0.1540
C 0.8626 -0.5843 -0.6140
C -0.1551 0.3533 0.0298
C 0.3068 1.7234 -0.3847
O 0.0314 0.1263 1.4742
N -1.5808 0.1861 -0.2591
N -1.8998 -1.1917 -0.0003
H 2.4975 -2.0149 -0.2750
H 1.4466 -1.6131 1.2438
H 0.9444 -0.5505 -1.7566
H -0.4474 2.3626 -0.3528
H 1.1992 2.1719 0.1277
H 0.5496 1.7598 -1.5147
H -0.1065 1.0005 1.7561
H -2.0345 0.8883 0.2864
H -1.7601 -1.8376 -0.7351
H -1.4469 -1.4064 0.8205
*
```

Values from the calculation:
**Energy above the lowest of the compared OMol25 structures with the same formula, charge and spin**: 94.5 kcal per mole
**HOMO level**: -9.382 eV
**HOMO-LUMO gap**: 10.24 eV
**E_LUMO**: 0.855 eV
**Total energy**: -9334.8916 eV



# 2
Density functional theory data (ωB97M-V with the def2-TZVPD basis set) for a 2-piece molecular cluster, C2H5NSi overall in a non-equilibrium geometry.

```
! wB97M-V def2-TZVPD RIJCOSX def2/J DEFGRID3
* xyz 0 1
N -1.3742 -0.6232 -1.3397
Si -0.9977 -1.0443 0.1902
H -2.0604 -1.2007 -1.9636
H 0.0133 -0.1687 0.7904
H -1.1416 -2.2329 0.9789
C 1.8995 1.2959 0.6390
C 1.5807 1.4759 -0.4865
H 2.2591 1.0921 1.7016
H 1.4370 1.2790 -1.4901
*
```

Values from the calculation:
**Energy above the lowest of the compared OMol25 structures with the same formula, charge and spin**: 78.3 kcal per mole
**HOMO level**: -9.758 eV
**HOMO-LUMO gap**: 9.77 eV
**E_LUMO**: 0.011 eV
**Total energy**: -11518.4096 eV



# 3
Density functional theory data (ωB97M-V with the def2-TZVPD basis set) for an isolated molecule of C6H5ClS in a non-equilibrium geometry.

```
! wB97M-V def2-TZVPD RIJCOSX def2/J DEFGRID3
* xyz 0 1
S -0.1919 0.6895 -2.5279
C 0.3549 0.3368 -1.0007
C 1.1656 -0.8373 -0.6778
C 1.6472 -0.6723 0.6027
C 1.0978 0.4449 1.3520
C -0.4462 0.3089 1.5911
Cl -1.5168 -0.9331 1.3772
C 0.2114 1.0222 0.3459
H 1.2968 -1.6915 -1.2774
H 2.4875 -1.3945 0.8818
H 1.8508 1.0397 1.9393
H -0.9116 1.2019 1.9924
H -0.0523 2.0564 0.2194
*
```

Values from the calculation:
**Energy above the lowest of the compared OMol25 structures with the same formula, charge and spin**: 41.8 kcal per mole
**HOMO level**: -8.623 eV
**HOMO-LUMO gap**: 7.79 eV
**E_LUMO**: -0.835 eV
**Total energy**: -29657.8323 eV